No. 1
The following is a DFT calculation (ωB97M-V/def2-TZVPD) of C34H96AsF6N12O10 as an isolated structure.

Calculated values
Spin multiplicity = 2
Charge = -2
HOMO energy (alpha / beta) = 1.42 / -2.47 eV
Kohn-Sham gap (alpha / beta) = 2.49 / 6.28 eV
Energy above the lowest of the compared OMol25 structures with the same formula, charge and spin = 448.83 kJ/mol

Structure (XYZ):
```
159
Properties=species:S:1:pos:R:3:lowdin_spin:R:1
As 0.253 0.152 -0.304 0.17
F 1.861 0.058 -1.187 0.11
F -0.488 -0.448 -1.811 0.11
F -1.326 0.140 0.528 0.11
F 0.944 0.892 1.169 0.11
F 0.111 1.794 -1.009 0.10
F 0.618 -1.480 0.364 0.11
C 2.971 0.172 3.786 0.01
O 3.021 -0.416 2.701 0.00
N 2.155 1.205 3.904 0.01
N 3.619 -0.048 4.939 0.00
H 1.468 1.340 3.175 0.00
H 2.346 1.983 4.519 0.00
H 4.103 -0.934 4.973 0.00
H 3.396 0.409 5.812 0.00
C -1.475 -4.180 1.226 0.00
O -2.136 -5.155 1.356 0.00
N -1.223 -3.401 2.231 0.00
N -0.867 -3.917 0.127 0.00
H -1.797 -3.625 3.031 0.00
H -0.863 -2.469 2.077 0.00
H -0.154 -3.204 0.064 0.00
H -1.330 -4.342 -0.663 0.00
C -4.144 -1.359 1.656 0.00
C -4.987 -2.697 2.001 0.00
C -6.459 -2.506 2.115 0.00
O -6.758 -2.151 3.477 0.00
C -8.161 -2.099 3.670 0.00
N -4.745 -3.760 1.052 0.00
H -3.154 -1.626 1.286 0.00
H -4.169 -0.529 2.362 0.00
H -4.589 -1.000 0.728 0.00
H -4.730 -3.143 2.962 0.00
H -7.068 -3.371 1.852 0.00
H -6.864 -1.746 1.447 0.00
H -8.653 -3.041 3.912 0.00
H -8.728 -1.759 2.804 0.00
H -8.416 -1.408 4.475 0.00
H -5.151 -3.813 0.129 0.00
H -3.740 -3.769 0.949 0.00
C -0.208 -2.884 -4.698 0.00
C -0.367 -3.569 -3.333 0.00
C -0.332 -5.105 -3.476 0.00
O -1.051 -5.588 -2.329 0.00
C -1.062 -6.956 -2.141 0.00
N 0.692 -3.119 -2.488 0.00
H 0.728 -3.283 -5.087 0.00
H -0.186 -1.800 -4.581 0.00
H -1.055 -3.113 -5.345 0.00
H -1.274 -3.124 -2.923 0.00
H 0.733 -5.323 -3.546 0.00
H -0.757 -5.396 -4.437 0.00
H -1.681 -7.536 -2.825 0.00
H -1.406 -7.294 -1.164 0.00
H -0.028 -7.251 -2.320 0.00
H 0.809 -2.115 -2.485 0.00
H 0.446 -3.268 -1.520 0.00
C -1.553 -0.087 4.296 0.00
C -1.276 1.393 4.050 0.00
C -2.394 2.084 3.242 0.00
O -2.008 3.387 2.866 0.00
C -0.699 3.692 2.253 0.01
N -0.966 2.101 5.335 0.00
H -2.423 -0.151 4.949 0.00
H -0.613 -0.452 4.712 0.00
H -1.617 -0.590 3.331 0.00
H -0.361 1.476 3.465 0.00
H -3.243 2.143 3.922 0.00
H -2.702 1.584 2.323 0.00
H 0.239 3.321 2.668 0.00
H -0.535 4.760 2.111 0.00
H -0.724 3.400 1.203 0.00
H -0.353 1.538 5.907 0.00
H -0.515 2.870 4.860 0.00
C -0.249 8.745 -0.273 0.00
C 0.472 7.630 0.640 0.00
C 1.147 6.591 -0.278 0.00
O 1.883 5.603 0.473 0.00
C 2.198 4.421 -0.250 0.00
N 1.620 8.138 1.382 0.00
H -1.008 8.342 -0.942 0.00
H 0.429 9.126 -1.037 0.00
H -0.782 9.415 0.402 0.00
H -0.318 7.207 1.261 0.00
H 1.882 6.992 -0.976 0.00
H 0.350 6.114 -0.848 0.00
H 1.248 3.928 -0.461 0.00
H 2.815 3.797 0.396 0.00
H 2.755 4.617 -1.166 0.00
H 1.408 7.849 2.326 0.00
H 2.101 7.278 1.163 0.00
C 4.903 0.755 -0.422 0.00
C 5.246 -0.685 -0.028 0.00
C 6.150 -0.797 1.250 0.00
O 6.453 -2.208 1.474 0.00
C 7.534 -2.428 2.362 0.00
N 3.957 -1.298 0.153 0.00
H 4.485 1.245 0.457 0.00
H 4.153 0.992 -1.177 0.00
H 5.788 1.319 -0.717 0.00
H 5.643 -1.393 -0.755 0.00
H 5.710 -0.429 2.178 0.00
H 7.113 -0.318 1.075 0.00
H 8.439 -2.121 1.838 0.00
H 7.672 -3.445 2.731 0.00
H 7.627 -1.833 3.270 0.00
H 3.720 -1.003 1.089 0.00
H 3.282 -0.887 -0.476 0.00
C 2.218 3.096 -3.593 0.00
C 0.979 2.750 -4.417 0.00
C 1.250 1.718 -5.560 0.00
O 1.968 2.425 -6.480 0.00
C 2.355 1.671 -7.630 0.00
N -0.057 2.339 -3.477 0.01
H 2.902 3.700 -4.191 0.00
H 2.658 2.172 -3.220 0.00
H 1.888 3.736 -2.775 0.00
H 0.741 3.632 -5.012 0.00
H 0.363 1.207 -5.937 0.00
H 1.748 0.864 -5.102 0.00
H 1.478 1.298 -8.160 0.00
H 3.119 0.936 -7.379 0.00
H 2.971 2.290 -8.282 0.00
H 0.015 1.335 -3.566 0.00
H 0.197 2.429 -2.503 0.00
C 2.050 -3.840 3.723 0.00
C 2.895 -4.275 2.496 0.00
C 2.004 -4.333 1.221 0.00
O 2.968 -4.593 0.134 0.00
C 2.995 -5.957 -0.276 0.00
N 3.831 -3.188 2.405 0.00
H 2.714 -3.711 4.577 0.00
H 1.428 -4.672 4.053 0.00
H 1.484 -2.917 3.602 0.00
H 3.513 -5.135 2.752 0.00
H 1.411 -3.420 1.163 0.00
H 1.319 -5.150 1.449 0.00
H 1.979 -6.287 -0.492 0.00
H 3.417 -6.524 0.554 0.00
H 3.525 -5.953 -1.228 0.00
H 3.387 -2.345 2.740 0.00
H 4.469 -3.364 3.169 0.00
C -4.407 2.547 -0.614 0.00
C -3.793 2.515 -2.007 0.00
C -4.855 2.690 -3.060 0.00
O -4.270 2.536 -4.317 0.00
C -5.240 2.540 -5.305 0.00
N -2.696 3.461 -2.073 0.00
H -4.717 3.536 -0.276 0.00
H -3.653 2.278 0.126 0.00
H -5.235 1.867 -0.413 0.00
H -3.327 1.531 -1.973 0.00
H -5.214 3.713 -2.945 0.00
H -5.598 1.913 -2.881 0.00
H -5.911 1.685 -5.225 0.00
H -4.855 2.698 -6.312 0.00
H -5.860 3.437 -5.303 0.00
H -3.124 4.294 -1.696 0.00
H -2.207 3.067 -1.282 0.00
```

No. 2
The following is a DFT calculation (ωB97M-V/def2-TZVPD) of C10H22Br5Cl3F6KNO7PS2 as an isolated structure.

Calculated values
Charge = -1
HOMO energy = -4.68 eV
Kohn-Sham gap = 4.74 eV

Structure (XYZ):
```
58
Properties=species:S:1:pos:R:3:lowdin_charge:R:1
C -5.114 0.949 -1.593 -0.23
P -5.227 2.312 -2.858 0.99
C -3.508 2.969 -3.186 -0.86
Br -3.445 3.469 -5.114 0.66
C -3.075 4.216 -2.320 -0.79
C -4.071 4.634 -1.204 -0.17
Br -1.294 3.833 -1.507 0.70
H -5.113 1.406 -0.584 0.06
H -4.213 0.338 -1.781 -0.01
H -6.069 0.361 -1.679 0.03
H -6.122 3.275 -2.338 0.03
H -5.832 1.829 -4.056 0.04
H -2.809 2.137 -2.983 0.04
H -2.887 5.071 -2.989 0.06
H -4.991 4.990 -1.713 0.07
H -3.695 5.459 -0.579 0.09
H -4.290 3.746 -0.580 0.07
Cl 0.369 -0.245 1.658 0.59
C 0.660 -0.763 -0.025 -0.63
C -0.155 0.036 -1.012 -0.64
Cl -1.903 -0.308 -0.867 0.57
H 0.438 -1.823 -0.096 0.03
H 1.722 -0.622 -0.225 0.09
H 0.139 -0.223 -2.028 0.08
H -0.014 1.106 -0.876 0.02
O -0.224 -3.873 -0.017 -0.32
H -0.602 -4.233 0.788 -0.07
H -0.354 -4.574 -0.678 -0.09
O 3.426 -0.122 3.163 -0.07
H 2.772 -0.275 2.474 -0.05
H 3.755 -0.999 3.381 0.04
C -6.225 -2.445 -1.594 -0.51
O -7.062 -1.402 -1.716 -0.43
H -5.723 -2.805 -2.529 0.03
H -5.343 -2.313 -0.911 0.04
H -6.661 -3.393 -1.202 -0.01
C -7.203 -5.895 -3.668 -1.61
Br -8.413 -4.390 -3.584 0.60
Br -5.870 -5.667 -5.053 0.54
Br -6.392 -6.255 -1.948 0.56
H -7.788 -6.766 -3.931 -0.04
K 0.199 -5.716 0.811 1.00
C 6.194 2.432 3.843 -0.69
F 4.869 2.378 3.772 0.13
F 6.612 3.184 2.816 0.12
F 6.499 3.110 4.958 0.12
S 6.956 0.767 3.825 0.58
O 6.561 0.196 2.558 -0.30
O 6.417 0.108 4.995 -0.30
N 8.462 1.258 3.931 -0.30
S 9.545 0.100 3.969 0.58
O 9.727 -0.646 2.743 -0.30
O 9.600 -0.681 5.185 -0.30
C 11.012 1.190 4.061 -0.69
F 10.991 1.970 5.149 0.12
F 11.095 2.011 3.007 0.12
F 12.149 0.494 4.103 0.13
Cl 1.520 -4.898 -2.164 -0.50
```

No. 3
The following is a DFT calculation (ωB97M-V/def2-TZVPD) of a 2-piece molecular cluster, C3H12N4O overall.

Calculated values
HOMO energy = -7.36 eV
Kohn-Sham gap = 8.13 eV
SMILES = CN(N)C(N)=O.CN
Energy above the lowest of the compared OMol25 structures with the same formula, charge and spin = 403.39 kJ/mol

Structure (XYZ):
```
20
Properties=species:S:1:pos:R:3:nbo_charge:R:1
C -0.863 0.526 1.837 -0.40
N -0.187 0.642 0.561 -0.38
N 0.694 1.735 0.485 -0.66
C -0.769 0.151 -0.698 0.82
N -2.185 0.017 -0.522 -0.91
O -0.348 0.713 -1.734 -0.73
H -0.174 0.818 2.632 0.20
H -1.743 1.173 1.873 0.19
H -1.169 -0.504 2.019 0.19
H 1.623 1.379 0.730 0.32
H 0.699 2.057 -0.486 0.38
H -2.685 0.703 -1.075 0.39
H -2.614 -0.881 -0.686 0.37
C 1.984 -0.785 -0.711 -0.38
N 0.394 -1.504 -0.575 -0.78
H 1.887 -0.032 -1.484 0.24
H 2.530 -1.638 -1.114 0.20
H 2.475 -0.414 0.185 0.20
H 0.092 -1.976 -1.422 0.38
H 0.360 -2.180 0.183 0.37
```

No. 4
The following is a DFT calculation (ωB97M-V/def2-TZVPD) of one molecule with the formula C5H4.

Calculated values
HOMO energy = -9.74 eV
Kohn-Sham gap = 9.32 eV
Energy above the lowest of the compared OMol25 structures with the same formula, charge and spin = 313.33 kJ/mol

Structure (XYZ):
```
9
Properties=species:S:1:pos:R:3:nbo_charge:R:1
C 1.281 0.099 0.166 -0.49
C 2.376 -0.523 -0.095 0.26
C -0.204 -0.206 0.019 0.11
C -1.052 -1.217 -0.048 -0.39
C 0.286 1.183 -0.041 -0.39
H -2.058 -0.938 -0.018 0.21
H -0.770 -2.168 0.273 0.22
H 0.091 1.848 0.741 0.24
H 0.050 1.921 -0.996 0.24
```

No. 5
The following is a DFT calculation (ωB97M-V/def2-TZVPD) of a 3-piece molecular cluster, C21H51BN2O12P3 overall.

Calculated values
Charge = -1
HOMO energy = -3.27 eV
Kohn-Sham gap = 2.03 eV

Structure (XYZ):
```
90
Properties=species:S:1:pos:R:3:lowdin_charge:R:1
C 2.044 4.612 2.553 -0.11
C 0.919 5.708 2.006 -0.27
O 0.104 5.209 0.887 -0.23
C -0.518 6.346 0.135 -0.17
C -2.014 5.985 -0.430 -0.16
O -2.803 5.081 0.421 -0.12
C -3.100 5.664 1.738 -0.23
O -4.154 6.702 1.859 -0.09
B -4.750 6.606 3.238 -0.82
P -3.581 7.080 4.734 0.71
N -3.553 8.674 5.022 -0.43
O -4.909 5.132 3.481 -0.15
C -3.912 4.467 2.578 -0.24
N -3.062 3.390 3.225 0.08
C -2.821 2.339 2.377 -0.28
C -3.929 1.307 1.749 -0.08
C -1.232 2.041 1.976 -0.07
H 1.437 3.679 2.972 0.07
H 2.721 4.266 1.637 0.09
H 2.717 5.038 3.420 0.08
H 0.291 6.074 2.940 0.13
H 1.548 6.625 1.582 0.12
H -0.668 7.199 0.957 0.13
H 0.213 6.770 -0.682 0.13
H -1.864 5.510 -1.514 0.13
H -2.585 7.007 -0.611 0.14
H -2.214 6.182 2.344 0.14
H -5.726 7.282 3.400 0.07
H -2.207 6.633 4.493 -0.03
H -4.043 6.405 5.911 -0.03
H -2.567 9.018 4.928 -0.09
H -4.630 4.015 1.765 0.15
H -4.743 1.900 1.139 0.08
H -3.452 0.466 1.049 0.08
H -4.470 0.719 2.627 0.09
H -0.919 1.039 2.544 0.07
H -1.087 1.917 0.818 0.09
H -0.514 2.876 2.410 0.06
O 1.854 -0.700 2.502 -0.22
P 1.319 -2.153 2.538 0.78
O 2.576 -2.715 3.456 -0.25
C 2.531 -2.456 4.848 -0.30
C 1.551 -3.381 5.542 -0.09
O 1.929 -2.507 1.031 -0.27
C 2.003 -1.516 0.017 -0.29
C 3.428 -1.002 -0.091 -0.07
O 0.720 -3.775 2.578 -0.27
C 1.205 -4.844 1.773 -0.29
C 2.644 -5.244 2.050 -0.08
H 2.274 -1.407 5.032 0.11
H 3.537 -2.627 5.244 0.12
H 0.524 -3.171 5.224 0.07
H 1.604 -3.259 6.628 0.08
H 1.757 -4.427 5.293 0.07
H 1.288 -0.706 0.194 0.11
H 1.717 -1.989 -0.928 0.10
H 3.796 -0.624 0.867 0.07
H 3.500 -0.203 -0.833 0.08
H 4.103 -1.815 -0.384 0.08
H 1.040 -4.632 0.713 0.11
H 0.568 -5.705 2.005 0.12
H 3.350 -4.468 1.740 0.07
H 2.897 -6.158 1.502 0.08
H 2.801 -5.423 3.118 0.07
O 1.639 -3.211 -3.713 -0.22
P 0.594 -3.249 -4.854 0.79
O 0.216 -4.842 -4.610 -0.25
C -0.657 -5.146 -3.536 -0.30
C -2.093 -4.813 -3.890 -0.08
O 1.756 -3.444 -6.030 -0.27
C 3.039 -2.852 -5.897 -0.30
C 4.042 -3.902 -5.456 -0.08
O -0.575 -3.292 -6.130 -0.27
C -0.351 -3.840 -7.424 -0.29
C -0.102 -5.339 -7.443 -0.08
H -0.345 -4.613 -2.630 0.10
H -0.568 -6.219 -3.338 0.12
H -2.224 -3.733 -4.010 0.07
H -2.775 -5.156 -3.107 0.08
H -2.379 -5.280 -4.839 0.08
H 3.018 -1.994 -5.217 0.11
H 3.328 -2.468 -6.882 0.12
H 3.732 -4.396 -4.530 0.07
H 5.029 -3.459 -5.300 0.08
H 4.127 -4.690 -6.214 0.08
H 0.442 -3.292 -7.941 0.11
H -1.266 -3.646 -7.993 0.12
H 0.856 -5.600 -6.983 0.07
H -0.084 -5.708 -8.474 0.08
H -0.885 -5.872 -6.896 0.07
```